# 1
C3H5NO | wB97M-V/def2-TZVPD

```
10
Properties=species:S:1:pos:R:3:forces:R:3
C -1.1594 -0.7812 -0.0111 1.267 -0.332 -1.833
O -0.7030 0.5075 -0.5111 -2.386 -1.149 -0.720
C 0.4150 0.9977 0.0458 2.148 -0.058 0.219
C 1.5903 0.0759 -0.1473 0.098 0.041 0.720
N 2.5100 -0.6115 -0.2100 -0.265 0.144 -0.163
H -1.3492 -0.7338 1.0488 -0.430 0.034 0.358
H -2.0322 -1.0822 -0.6574 0.847 0.480 1.022
H -0.3197 -1.5283 -0.1896 -1.029 0.687 0.254
H 0.3169 1.2572 1.0998 0.086 -0.209 0.326
H 0.7313 1.8987 -0.4679 -0.337 0.362 -0.184
```
Positions in Å, forces in eV/Å.

The energy relative to the best compared isomer or geometry (same formula, charge and spin) comes out at 1.314 eV. As for the maximum force: 2.745 eV Å⁻¹.

Löwdin population analysis, charges in e, atoms 1 to 6: C -0.054; O -0.182; C -0.266; C -0.183; N 0.146; H 0.079

=====

# 2
C5H10O2 | wB97M-V/def2-TZVPD

```
17
Properties=species:S:1:pos:R:3:forces:R:3
C -0.0102 -1.3170 -1.6977 -0.038 0.039 -0.059
C 0.0673 -0.7906 -0.2890 0.456 0.262 -0.022
O 1.1484 0.2151 -0.3964 -0.053 -0.717 0.315
C 1.1929 1.0332 0.7709 -0.164 -0.169 0.296
C -0.1515 0.7277 1.4668 -0.304 0.032 0.137
C -1.0340 0.0077 0.3940 0.366 -0.013 0.289
O -1.6594 0.9171 -0.4815 0.276 0.274 -0.098
H 1.0157 -1.6368 -1.9015 -0.198 -0.018 -0.327
H -0.2814 -0.5128 -2.3831 -0.024 -0.177 -0.080
H -0.6703 -2.1780 -1.8301 -0.053 0.202 0.152
H 0.2529 -1.6646 0.3716 0.681 0.592 0.004
H 1.4417 2.0862 0.5211 -0.659 -0.543 -0.251
H 2.0023 0.7417 1.4597 -0.029 -0.218 -0.356
H 0.1278 0.0433 2.2768 -0.622 0.064 -0.008
H -0.6627 1.5985 1.8701 -0.004 0.002 0.084
H -1.8522 -0.6171 0.7919 0.563 0.208 0.097
H -0.9273 1.3465 -0.9435 -0.194 0.181 -0.174
```
Positions in Å, forces in eV/Å.

The energy relative to the best compared isomer or geometry (same formula, charge and spin) comes out at 1.640 eV. As for the maximum force: 0.902 eV Å⁻¹.

Löwdin population analysis, charges in e, atoms 1 to 6: C -0.033; C -0.330; O -0.129; C -0.192; C -0.098; C -0.326

=====

# 3
C34H65BrClFN3O15P2 | wB97M-V/def2-TZVPD

```
122
Properties=species:S:1:pos:R:3:forces:R:3
C -1.7900 4.2843 -1.1858 0.502 0.015 -0.067
C -1.1065 3.1868 -2.0333 -0.612 0.276 -0.135
C -2.0314 2.0387 -2.4406 0.762 -0.154 -0.703
O -2.0574 0.9423 -1.5089 -0.749 0.256 0.035
C -3.2952 0.9273 -0.8219 0.529 0.045 -0.280
C -3.2925 -0.0982 0.3540 -0.355 2.934 -0.052
C -1.9743 0.0728 1.1483 0.464 -1.424 -0.046
C -0.6885 -0.6314 0.6184 0.061 0.438 0.814
C 0.4159 0.3840 0.3447 0.463 -0.922 -0.133
O 0.7233 1.0768 1.5660 -0.230 0.078 -0.086
C 2.0578 1.0126 1.9012 1.153 -0.043 0.603
C 3.0299 1.8718 1.1144 -0.897 0.548 -0.151
O 2.4379 0.3329 2.8115 -0.598 0.096 -0.187
C -4.4214 0.5449 1.2731 -1.280 -1.272 0.510
F -5.4643 1.1598 0.5613 0.422 -0.224 -0.600
C -4.0652 1.5356 2.3907 0.157 0.651 0.183
Br -5.6714 2.0425 3.4445 0.280 -0.207 0.037
C -3.4597 2.8968 1.9533 -0.485 0.687 0.239
C -4.4654 4.0011 1.5281 0.823 0.066 -0.386
C -5.1610 -0.7491 1.6981 -0.445 -0.312 0.972
N -6.1282 -0.8739 2.6787 0.864 0.034 -0.104
C -5.6793 -1.0349 3.8187 -0.315 0.341 -0.800
O -5.2334 -1.1902 4.8527 -0.020 -0.194 0.956
N -4.8658 -1.8058 1.0183 -0.353 1.527 -0.189
C -5.5582 -3.0803 1.2890 0.382 -1.818 -0.328
O -6.9010 -3.1635 0.9437 0.318 0.527 -0.066
C -7.4416 -2.2507 -0.0013 -0.938 0.433 -0.001
C -3.7770 -1.5379 0.0241 0.293 -1.633 -0.591
O -2.8384 -2.5895 0.1958 0.022 0.616 -0.082
N -2.4549 -2.8484 1.5465 0.346 -0.270 0.079
O -1.5912 -3.6157 1.5288 -0.115 0.012 0.491
C -4.1582 -1.7949 -1.4670 0.336 -0.423 -0.192
Cl -4.8519 -3.4499 -1.7137 -0.290 0.272 0.148
C -2.9120 -1.7604 -2.3899 -0.135 0.553 -0.666
C -3.2355 -0.9827 -3.6833 -0.016 -0.976 0.345
H -1.4644 4.2514 -0.1425 -0.264 -0.053 -0.018
H -2.8798 4.2341 -1.2589 0.082 -0.058 0.125
H -1.5015 5.2695 -1.5601 -0.032 -0.058 0.106
H -0.2134 2.7929 -1.5455 -0.055 0.035 -0.059
H -0.7760 3.6513 -2.9677 0.046 -0.135 0.067
H -1.6741 1.6204 -3.3882 0.044 -0.060 0.170
H -3.0379 2.4184 -2.6604 0.009 -0.106 0.260
H -3.4369 1.9434 -0.4374 -0.162 -0.289 0.360
H -4.1525 0.7855 -1.4930 0.227 -0.230 -0.064
H -1.7059 1.1217 1.2570 -0.424 -0.002 -0.108
H -2.1535 -0.3002 2.1640 0.082 0.043 -0.097
H -0.8291 -1.3217 -0.2110 -0.049 0.308 -0.152
H -0.2975 -1.2310 1.4478 -0.033 -0.055 -0.172
H 0.1626 1.0743 -0.4581 0.038 0.031 0.135
H 1.2981 -0.2140 0.0830 -0.079 0.255 -0.372
H 3.7093 1.2461 0.5367 -0.036 0.065 0.021
H 3.6011 2.5022 1.7993 0.073 -0.329 0.091
H 2.4722 2.5660 0.4790 0.203 -0.240 -0.225
H -3.4080 1.1038 3.1431 -0.071 -0.255 -0.234
H -2.6931 2.8346 1.1820 -0.046 -0.435 0.117
H -2.9631 3.2936 2.8435 0.142 -0.242 -0.090
H -4.7349 4.6238 2.3790 -0.344 -0.240 -0.053
H -5.3371 3.6189 1.0009 -0.041 0.077 0.145
H -3.9277 4.6710 0.8485 -0.139 -0.073 -0.004
H -5.4656 -3.3539 2.3444 -0.030 0.572 0.055
H -4.9963 -3.8616 0.7689 0.071 0.364 -0.153
H -6.7417 -1.8117 -0.7111 0.175 -0.209 0.157
H -8.2068 -2.7678 -0.5822 0.214 -0.176 0.083
H -7.9641 -1.4465 0.5329 0.215 -0.002 -0.031
H -4.9313 -1.1128 -1.8190 0.078 0.044 0.175
H -2.0236 -1.3822 -1.8889 -0.190 0.218 0.003
H -2.6653 -2.7673 -2.7269 -0.058 -0.054 0.436
H -2.3857 -1.0736 -4.3613 -0.030 0.415 0.038
H -4.0540 -1.5302 -4.1659 -0.047 0.326 -0.056
H -3.5340 0.0467 -3.4981 0.149 0.013 -0.182
O 1.0297 -7.2909 -2.8308 -0.108 -2.809 -1.598
P 0.7004 -6.7507 -4.1738 -0.439 6.646 1.000
O 1.9297 -5.7520 -4.5453 -0.379 -0.724 -0.201
C 3.1999 -6.3237 -4.8766 0.305 -0.130 -0.117
C 3.1839 -7.0496 -6.2102 -0.179 -0.075 0.016
O -0.4583 -5.6468 -3.7977 -0.159 -0.420 -0.262
C -1.0427 -5.6227 -2.5009 0.142 0.076 0.284
C -0.2823 -4.7125 -1.5520 -0.012 0.264 -0.027
O 0.1186 -6.8309 -5.7077 0.792 -2.720 1.031
C -0.5910 -8.0350 -6.0835 -0.284 -0.237 -0.089
C -1.8301 -8.2621 -5.2394 0.013 0.149 0.192
H 3.5203 -6.9951 -4.0748 -0.032 0.041 0.026
H 3.9077 -5.4968 -4.9189 -0.121 0.085 0.074
H 2.5618 -7.9477 -6.1628 0.074 -0.018 -0.017
H 4.1913 -7.3563 -6.4920 0.013 0.017 0.050
H 2.7740 -6.4118 -6.9927 0.048 0.037 0.007
H -1.1189 -6.6325 -2.0979 0.139 -0.005 0.018
H -2.0668 -5.2534 -2.6123 0.041 0.001 -0.196
H 0.7971 -4.8276 -1.6392 -0.028 -0.267 -0.017
H -0.5740 -4.9086 -0.5203 0.006 0.016 -0.003
H -0.5022 -3.6647 -1.7781 -0.013 -0.004 0.028
H 0.0856 -8.8899 -6.0047 0.002 0.015 -0.071
H -0.8633 -7.9256 -7.1317 0.119 0.174 0.009
H -1.5710 -8.4317 -4.1891 0.015 -0.058 -0.047
H -2.3779 -9.1356 -5.5928 0.035 -0.002 -0.029
H -2.4852 -7.3919 -5.2742 -0.011 -0.009 -0.076
O 5.6083 5.0861 2.9788 2.569 -2.130 -2.439
P 6.8413 5.4395 3.7626 -4.468 4.843 5.947
O 6.1739 5.1418 5.2469 0.276 -0.409 -0.002
C 6.0054 3.7901 5.6648 0.021 -0.006 0.032
C 7.3253 3.0936 5.9535 0.070 0.014 -0.113
O 6.7264 7.0732 3.7448 0.922 -0.366 -0.769
C 5.9651 7.7458 2.7415 -0.361 0.040 -0.138
C 4.5228 7.9430 3.1722 -0.075 0.153 0.231
O 8.2986 5.5654 4.5556 0.820 -2.124 -2.925
C 9.4978 5.2707 3.8035 0.293 0.183 -0.144
C 9.6808 6.2007 2.6198 -0.143 0.082 -0.003
H 5.4370 3.2394 4.9078 -0.029 -0.004 0.022
H 5.4039 3.8213 6.5733 -0.027 0.102 -0.028
H 7.9054 2.9515 5.0370 -0.008 -0.076 0.030
H 7.1528 2.1111 6.3945 -0.041 0.002 -0.015
H 7.9343 3.6873 6.6341 -0.042 -0.005 0.039
H 6.0245 7.2099 1.7938 -0.072 -0.120 0.066
H 6.4342 8.7176 2.5794 0.133 -0.054 0.146
H 4.1128 7.0518 3.6454 0.089 -0.128 -0.168
H 3.8974 8.2068 2.3178 0.026 0.020 -0.003
H 4.4550 8.7472 3.9069 0.003 0.011 -0.032
H 9.4653 4.2299 3.4692 0.072 -0.014 0.080
H 10.3345 5.3691 4.4933 -0.134 0.024 0.133
H 8.8772 6.0743 1.8856 0.038 -0.039 -0.013
H 10.6264 5.9981 2.1166 -0.007 -0.028 0.011
H 9.6634 7.2415 2.9407 0.038 -0.012 0.028
```
Positions in Å, forces in eV/Å.

As for the maximum force: 8.876 eV Å⁻¹. The net charge is +1.

Löwdin population analysis, charges in e, atoms 1 to 6: C -0.088; C -0.192; C -0.199; O -0.143; C -0.141; C -0.162

=====

# 4
CH2N4O3 | wB97M-V/def2-TZVPD

```
10
Properties=species:S:1:pos:R:3:forces:R:3
O 0.1059 1.8959 -0.0615 -1.041 -0.321 -0.715
C -0.0214 0.7018 -0.2146 2.342 -0.105 1.284
N -1.0689 -0.2082 -0.0927 0.204 1.202 -0.545
O -2.3991 0.0324 -0.2924 -0.863 2.394 3.451
N -0.6582 -1.4765 -0.0660 -1.027 -0.452 0.296
N 0.5772 -1.5101 -0.0675 2.224 0.375 -0.561
N 1.0732 -0.2219 -0.2090 -3.333 -1.179 0.464
O 2.3880 -0.0216 -0.2586 1.097 0.726 1.231
H -2.7276 0.6020 0.5974 1.284 -2.262 -3.404
H 2.7310 0.2062 0.6651 -0.887 -0.378 -1.501
```
Positions in Å, forces in eV/Å.

The energy relative to the best compared isomer or geometry (same formula, charge and spin) comes out at 0.210 eV. As for the maximum force: 4.288 eV Å⁻¹.

Löwdin population analysis, charges in e, atoms 1 to 6: O 0.086; C -0.395; N -0.154; O 0.024; N 0.051; N 0.072

=====

# 5
C47H44HfN8O3S4 | wB97M-V/def2-TZVPD

```
107
Properties=species:S:1:pos:R:3:forces:R:3
Hf 0.9092 -0.2761 0.3813 0.861 -0.285 -0.133
C -1.8521 1.4733 2.3874 0.149 0.004 -0.248
C -0.9175 0.3118 2.5356 0.168 -0.125 0.486
N 0.3797 0.5061 2.5227 -0.827 0.880 -0.190
N 1.1407 -0.2878 3.3018 -0.304 -0.196 1.207
C 2.1671 -0.9941 3.0612 0.415 -0.338 -0.033
S 2.8316 -1.5664 1.5999 0.706 -0.224 -0.224
S 2.9949 -1.4948 4.5817 -0.077 -0.182 0.201
C 1.8706 -2.8638 5.0401 0.290 0.525 -0.035
C 1.9488 -4.0502 4.1287 -0.058 -0.193 -0.015
C 3.1148 -4.3890 3.4592 0.014 -0.143 -0.028
C 3.1490 -5.4950 2.6297 0.067 -0.020 -0.008
C 2.0190 -6.2749 2.4569 -0.009 -0.122 -0.066
C 0.8601 -5.9557 3.1410 -0.090 -0.099 -0.033
C 0.8255 -4.8502 3.9708 0.129 0.019 0.094
C -1.4424 -1.0212 2.8219 0.292 -0.334 -0.075
C -2.4595 -1.2621 3.7383 0.129 0.033 -0.024
C -2.8978 -2.5465 3.9851 -0.122 -0.043 0.089
C -2.3446 -3.6012 3.2711 0.019 0.056 -0.004
C -1.3626 -3.3826 2.3274 0.200 0.267 -0.163
C -0.8703 -2.0926 2.0845 -0.728 -0.366 0.819
O 0.0688 -1.8895 1.1797 -0.862 -0.289 0.139
H -1.5951 2.2444 3.1166 -0.013 -0.043 0.005
H -1.7956 1.9186 1.3924 -0.088 0.013 0.141
H -2.8730 1.1402 2.5647 -0.003 0.017 -0.071
H 2.1744 -3.1358 6.0525 -0.062 0.051 0.052
H 0.8602 -2.4520 5.0685 0.000 -0.083 0.083
H 3.9887 -3.7662 3.5628 0.084 0.064 0.010
H 4.0610 -5.7405 2.1081 0.105 -0.023 -0.088
H 2.0374 -7.1247 1.7894 0.025 -0.071 -0.024
H -0.0247 -6.5633 3.0169 -0.102 -0.065 -0.010
H -0.0849 -4.5897 4.4885 -0.084 0.016 0.079
H -2.8767 -0.4290 4.2849 -0.072 0.083 0.071
H -3.6593 -2.7240 4.7291 -0.082 -0.038 0.039
H -2.6826 -4.6112 3.4560 -0.057 -0.096 0.000
H -0.9384 -4.2011 1.7655 0.053 -0.044 -0.052
C -3.2227 -1.4983 -4.3329 0.016 0.035 -0.022
C -2.8884 -0.1593 -4.9160 0.130 -0.054 0.028
C -3.1113 0.1109 -6.2571 0.002 0.092 0.038
C -2.7639 1.3347 -6.8019 0.013 0.068 -0.041
C -2.1949 2.3122 -6.0057 0.047 0.028 -0.054
C -1.9753 2.0684 -4.6601 -0.028 -0.131 0.125
C -2.3037 0.8323 -4.1183 -0.005 0.028 -0.491
N -2.0896 0.5436 -2.7520 -0.148 -0.130 0.413
C -0.8950 0.3103 -2.1362 -0.091 -0.337 -0.935
N 0.1971 0.7805 -2.7562 -0.281 0.266 -0.264
C 1.5667 0.5307 -2.5346 0.458 -0.657 -0.026
C 2.0115 -0.3525 -1.5298 0.414 0.296 -0.734
C 3.3986 -0.5697 -1.4946 -0.011 -0.306 -0.249
C 4.2784 0.0509 -2.3641 0.016 -0.090 0.086
C 3.7992 0.9548 -3.2942 -0.171 -0.085 0.072
C 2.4415 1.2010 -3.4080 -0.033 0.018 -0.026
C 1.9549 2.2100 -4.4122 0.019 -0.024 0.084
N -0.8257 -0.4086 -1.0430 0.516 0.231 0.518
C -1.9736 -1.1213 -0.6167 -0.686 -0.373 -0.082
C -3.0559 -0.4717 -0.0265 0.307 -0.062 -0.138
C -4.1294 -1.2036 0.4530 -0.137 -0.034 -0.009
C -4.1372 -2.5805 0.3215 -0.089 0.105 0.075
C -3.0851 -3.2209 -0.3116 -0.031 0.130 -0.113
C -1.9943 -2.5133 -0.7925 -0.037 0.168 -0.129
C -0.8525 -3.2071 -1.4694 0.070 0.056 0.114
H -3.5475 -2.1820 -5.1128 -0.032 -0.058 -0.006
H -4.0199 -1.4220 -3.5924 -0.047 -0.077 0.086
H -2.3496 -1.9207 -3.8367 -0.014 -0.107 0.073
H -3.5454 -0.6524 -6.8875 -0.053 -0.071 -0.014
H -2.9391 1.5250 -7.8487 -0.013 0.030 -0.140
H -1.9244 3.2661 -6.4313 0.014 0.115 -0.011
H -1.5679 2.8336 -4.0171 0.083 0.146 0.131
H -2.8797 0.1318 -2.2724 0.139 0.050 0.020
H 0.0160 1.4343 -3.5056 -0.078 -0.100 0.177
H 3.8106 -1.2511 -0.7554 -0.022 0.142 -0.053
H 5.3383 -0.1400 -2.3003 0.148 -0.050 0.046
H 4.4868 1.4810 -3.9403 0.050 0.059 -0.106
H 2.8068 2.6617 -4.9146 0.009 0.031 -0.064
H 1.4025 3.0049 -3.9080 -0.064 0.044 -0.104
H 1.3208 1.7619 -5.1812 -0.085 -0.002 -0.033
H -3.0417 0.6074 0.0411 0.052 0.074 0.075
H -4.9553 -0.6904 0.9245 -0.064 0.003 0.055
H -4.9564 -3.1590 0.7202 -0.116 -0.050 0.006
H -3.1172 -4.2935 -0.4340 0.071 -0.142 -0.003
H -1.0872 -4.2556 -1.6310 0.011 -0.103 -0.033
H 0.0468 -3.1342 -0.8507 -0.061 -0.094 -0.149
H -0.6291 -2.7427 -2.4293 0.096 -0.013 -0.073
N 1.4914 7.3589 3.0587 0.059 0.175 0.234
C 1.0531 6.3780 2.2090 -0.181 -0.226 -0.224
C 0.7708 6.6679 0.8695 -0.018 -0.008 0.073
C 0.3242 5.6792 0.0186 -0.061 0.001 -0.059
C 0.1440 4.3940 0.4944 -0.026 -0.419 -0.469
C 0.4049 4.0903 1.8219 -0.087 0.054 0.120
C 0.8410 5.0773 2.6785 -0.049 -0.031 -0.109
S -0.1950 3.0704 -0.6497 -0.730 -0.247 0.345
O -1.5529 2.5978 -0.5253 0.035 0.250 0.009
O 0.1999 3.4715 -1.9777 0.252 0.538 0.252
N 0.7329 1.8702 -0.0712 -1.278 0.764 -0.287
C 2.0252 2.1254 0.1232 1.769 1.406 0.149
S 2.9267 3.4935 -0.4727 0.545 -0.401 0.137
C 4.3312 2.8495 0.3282 -0.434 0.039 -0.131
C 4.0321 1.6920 0.9495 0.311 -0.132 0.008
N 2.7341 1.2878 0.8365 -1.131 0.313 -0.251
H 1.9073 8.1723 2.6399 0.040 0.027 0.079
H 1.9096 7.0559 3.9229 0.030 0.104 -0.067
H 0.9223 7.6733 0.5078 0.005 0.127 -0.094
H 0.1377 5.8725 -1.0260 0.056 0.141 -0.123
H 0.3046 3.0740 2.1701 0.074 -0.116 0.092
H 1.0442 4.8419 3.7127 0.051 -0.043 0.111
H 5.2644 3.3695 0.2829 0.258 0.088 0.062
H 4.7045 1.0756 1.5192 0.166 -0.073 0.035
```
Positions in Å, forces in eV/Å.

The energy relative to the best compared isomer or geometry (same formula, charge and spin) comes out at 0.963 eV. As for the maximum force: 2.265 eV Å⁻¹.

Löwdin population analysis, charges in e, atoms 1 to 6: Hf 1.537; C -0.010; C -0.275; N -0.059; N -0.049; C -1.065

=====

| no. | DFT total energy (eV) |
| --- | --- |
| 1 | -6728.25847 |
| 2 | -9441.40258 |
| 3 | -175344.30196 |
| 4 | -13166.86598 |
| 5 | -112167.98749 |